(1)
Computed, not measured: a 13-piece molecular cluster, C5H33NO13 overall, with the ωB97M-V functional and the def2-TZVPD basis.

## Properties
- LUMO level (Eh) = 0.00791
- ΔE to the lowest compared entry with this formula, charge and spin (kcal/mol) = 113.7
- 2S+1 = 1
- total energy (eV) = -33826.1463
- frontier orbital gap (eV) = 9.039

Last column: Mulliken charge in e.
Cartesian coordinates (Å):
O1 -3.2830 2.4675 -1.0649  -0.66
C1 -2.8318 2.1291 0.0113  0.30
C2 -1.9955 2.9393 0.9185  -0.87
C3 -0.6833 1.9762 0.8926  1.22
C4 -0.3631 1.2848 2.1227  -0.56
C5 0.6288 0.4725 2.2191  0.11
N1 1.0926 -0.0255 3.4493  -0.61
H1 -3.0491 1.0730 0.2793  0.42
H2 -2.2614 2.9852 1.9893  0.38
H3 -1.7842 3.9226 0.5148  0.36
H4 0.0898 2.5756 0.4556  0.23
H5 -0.8762 1.3627 0.0148  -0.97
H6 -1.0563 1.5295 2.9665  0.05
H7 1.4317 0.3233 1.4014  0.19
H8 1.1948 -1.0167 3.5119  0.24
H9 0.3404 0.2128 4.1190  0.26
H10 -1.1672 -2.7607 0.5024  0.37
H11 -1.4499 -2.8717 -0.9787  0.31
O2 -1.8963 -2.8317 -0.1303  -0.76
H12 0.6965 -2.9876 -1.3073  0.50
H13 0.3906 -4.4221 -1.7226  0.26
O3 0.1902 -3.8276 -1.0218  -0.75
H14 0.1911 -4.1889 2.1984  0.25
H15 0.6750 -3.4508 0.8365  0.39
O4 0.3377 -3.3338 1.6751  -0.60
H16 1.6982 2.8728 -1.1547  0.39
H17 2.3051 2.4604 0.0499  0.37
O5 2.4073 3.1882 -0.5702  -0.68
H18 -2.1917 2.3035 -4.0228  0.27
H19 -2.2446 2.6526 -2.4973  0.34
O6 -1.6326 2.4692 -3.2626  -0.65
H20 3.9502 -0.4248 -1.7578  0.31
H21 3.8471 -1.2022 -0.3765  0.29
O7 3.6658 -1.1968 -1.2517  -0.63
H22 -2.9930 0.1285 -2.2646  0.28
H23 -2.2573 -0.6260 -1.1461  0.22
O8 -2.1270 0.0428 -1.8212  -0.41
H24 4.1370 2.3419 1.4302  0.26
H25 3.1815 1.7509 2.5281  0.24
O9 3.3662 1.8921 1.6517  -0.57
H26 -4.7400 -1.5074 -0.1368  0.26
H27 -3.3579 -1.7801 0.0923  0.38
O10 -3.9521 -1.0496 -0.0761  -0.57
H28 -0.1540 0.9921 -1.5372  0.15
H29 0.0429 1.5838 -2.8954  0.36
O11 0.4830 1.0455 -2.1868  -0.58
H30 3.4446 -2.8118 1.3962  0.25
H31 2.1479 -2.2379 1.6218  0.29
O12 2.8088 -2.5096 0.8443  -0.62
H32 0.4974 -1.0252 -2.5560  0.36
H33 1.9375 -1.2211 -1.7372  0.35
O13 1.1676 -1.6687 -2.2165  -0.70

(2)
Computed, not measured: C55H56AsBaN2SSb2 as an isolated structure, with the ωB97M-V functional and the def2-TZVPD basis.

## Properties
- LUMO level (Eh) = -0.09497
- 2S+1 = 1
- total energy (eV) = -146360.4551
- frontier orbital gap (eV) = 5.929
- net charge = +1

Last column: Mulliken charge in e.
Cartesian coordinates (Å):
Ba1 -0.5281 0.4931 -1.0376  1.60
C1 0.8244 -2.6631 1.3616  -0.66
C2 0.1544 -1.9791 2.5468  0.19
C3 -1.2581 -2.5148 2.7752  -1.53
Sb1 -2.6259 -1.9703 1.1755  0.63
C4 -2.1396 -3.5685 -0.1829  -0.24
C5 -1.9639 -4.8846 0.2330  -0.20
C6 -1.5744 -5.8584 -0.6751  -0.80
C7 -1.3550 -5.5287 -2.0069  -0.50
C8 -1.5386 -4.2226 -2.4339  -0.51
C9 -1.9351 -3.2510 -1.5243  0.01
C10 -4.3167 -2.8930 2.1136  0.37
C11 -4.6516 -2.5455 3.4190  -0.27
C12 -5.7533 -3.1193 4.0358  -0.73
C13 -6.5332 -4.0375 3.3469  -0.46
C14 -6.2099 -4.3795 2.0420  -0.61
C15 -5.1072 -3.8057 1.4245  -0.51
Sb2 2.7226 -1.8003 0.7291  0.71
C16 2.5951 -2.8806 -1.1372  -0.09
C17 2.9468 -2.2407 -2.3236  -0.47
C18 2.8359 -2.8985 -3.5429  -0.45
C19 2.3812 -4.2078 -3.5857  -0.54
C20 2.0340 -4.8554 -2.4080  -0.79
C21 2.1366 -4.1952 -1.1926  0.12
C22 3.9108 -3.2751 1.7540  0.33
C23 4.7039 -4.1848 1.0632  -0.21
C24 5.4555 -5.1235 1.7566  -0.62
C25 5.4252 -5.1570 3.1430  -0.44
C26 4.6442 -4.2451 3.8383  -0.58
C27 3.8958 -3.3045 3.1458  -0.54
H1 0.1769 -2.6370 0.4793  -0.07
H2 0.9972 -3.7157 1.5922  0.40
H3 0.1177 -0.8914 2.3965  -0.39
H4 0.7565 -2.1448 3.4466  0.43
H5 -1.6817 -2.1265 3.7045  0.65
H6 -1.2515 -3.6042 2.8459  0.71
H7 -2.1333 -5.1569 1.2691  0.40
H8 -1.4446 -6.8819 -0.3454  0.40
H9 -1.0546 -6.2944 -2.7107  0.46
H10 -1.3868 -3.9548 -3.4721  0.52
H11 -2.1232 -2.2385 -1.8806  0.08
H12 -4.0475 -1.8296 3.9670  0.26
H13 -6.0050 -2.8523 5.0543  0.41
H14 -7.3921 -4.4842 3.8304  0.38
H15 -6.8160 -5.0949 1.5009  0.40
H16 -4.8587 -4.0763 0.4049  0.45
H17 3.3055 -1.2203 -2.2895  0.19
H18 3.1081 -2.3931 -4.4624  0.40
H19 2.3034 -4.7206 -4.5359  0.40
H20 1.6811 -5.8788 -2.4351  0.46
H21 1.8615 -4.7157 -0.2821  0.35
H22 4.7338 -4.1675 -0.0198  0.45
H23 6.0665 -5.8331 1.2127  0.38
H24 6.0138 -5.8904 3.6785  0.38
H25 4.6207 -4.2635 4.9205  0.39
H26 3.2978 -2.5873 3.6994  0.29
C28 5.8776 2.1261 -5.7780  -1.44
C29 4.9230 2.8226 -4.8697  0.86
C30 4.6804 4.1653 -4.8893  -0.79
C31 3.7346 4.6873 -3.9818  1.01
N1 3.0852 3.9198 -3.1242  -0.20
C32 3.3251 2.6028 -3.0885  -0.71
S1 2.5985 1.5652 -1.9981  -0.02
N2 4.2415 2.0744 -3.9731  0.06
C33 3.4178 6.1449 -3.9575  -1.25
H27 6.4348 2.8465 -6.3694  0.37
H28 5.3345 1.4664 -6.4576  0.34
H29 6.5812 1.5183 -5.2071  0.38
H30 5.2001 4.8076 -5.5838  0.36
H31 4.3995 1.0790 -3.9128  0.14
H32 4.0758 6.7165 -4.6076  0.38
H33 3.4990 6.5166 -2.9363  0.31
H34 2.3845 6.2931 -4.2754  0.29
C34 -2.6913 2.8232 -3.5503  -1.24
C35 -3.5480 1.6388 -3.1099  0.96
C36 -4.2792 1.9765 -1.8152  -1.26
C37 -2.7235 0.3658 -2.9670  -1.41
H35 -3.2957 3.7247 -3.6805  0.42
H36 -2.1907 2.6084 -4.4962  0.37
H37 -1.9249 3.0325 -2.7906  -0.01
H38 -4.3113 1.4808 -3.8889  0.33
H39 -3.5517 2.1272 -1.0071  0.12
H40 -4.9524 1.1695 -1.5198  0.41
H41 -4.8700 2.8907 -1.9213  0.44
H42 -2.3068 0.0691 -3.9380  0.08
H43 -3.3621 -0.4564 -2.6149  0.18
C38 1.2380 5.3509 5.4661  -0.47
C39 0.0162 4.6954 5.4784  -0.75
C40 -0.2884 3.7597 4.4995  -0.01
C41 0.6330 3.4783 3.4998  0.34
C42 1.8643 4.1272 3.4985  -0.35
C43 2.1645 5.0653 4.4723  -0.67
As1 0.2912 2.2054 2.0450  0.42
C44 -0.1210 3.5668 0.7040  -0.08
C45 0.7847 4.2542 -0.0910  -0.73
C46 0.3247 5.2183 -0.9777  -0.56
C47 -1.0353 5.4857 -1.0709  -0.93
C48 -1.9474 4.7918 -0.2896  -0.50
C49 -1.4982 3.8249 0.6035  0.89
C50 -2.3445 2.9763 1.4641  0.55
C51 -3.7334 3.0140 1.5402  -0.04
C52 -4.4054 2.1289 2.3692  -1.10
C53 -3.7062 1.2011 3.1306  -0.75
C54 -2.3201 1.1594 3.0683  -0.83
C55 -1.6395 2.0458 2.2445  0.11
H44 1.4680 6.0777 6.2337  0.39
H45 -0.7046 4.9141 6.2556  0.40
H46 -1.2492 3.2606 4.5172  0.36
H47 2.5926 3.9008 2.7265  0.39
H48 3.1217 5.5699 4.4625  0.39
H49 1.8434 4.0318 -0.0318  0.55
H50 1.0271 5.7495 -1.6060  0.32
H51 -1.3895 6.2335 -1.7683  0.42
H52 -3.0056 5.0023 -0.3800  0.39
H53 -4.2914 3.7328 0.9542  0.40
H54 -5.4857 2.1605 2.4232  0.42
H55 -4.2454 0.5138 3.7702  0.52
H56 -1.7652 0.4508 3.6751  0.60

(3)
Computed, not measured: C29H35F3IrN4O2P2 as an isolated structure, with the ωB97M-V functional and the def2-TZVPD basis.

## Properties
- LUMO level (spin up / spin down) (Eh) = -0.20555 / -0.37850
- ΔE to the lowest compared entry with this formula, charge and spin (kcal/mol) = 0.0
- expectation value of S² = 8.7773
- 2S+1 = 6
- total energy (eV) = -70241.6711
- frontier orbital gap (spin up / spin down) (eV) = 4.594 / 2.551
- net charge = +2

Last column: Mulliken spin population.
Cartesian coordinates (Å):
Ir1 0.8003 -0.4427 2.5637  1.51
C1 1.2502 0.5938 -5.2670  0.26
C2 0.6161 1.5026 -4.5208  0.28
C3 -0.8297 1.8835 -4.6025  0.01
C4 -1.8216 0.7441 -4.9463  0.00
C5 -1.5562 -0.5431 -4.2124  0.03
C6 -0.7603 -1.5258 -4.6438  0.05
C7 -0.0014 -1.5380 -5.9490  0.04
C8 0.6441 -0.2044 -6.3868  0.05
C9 0.5775 -2.1969 3.6677  0.33
H1 2.3215 0.4056 -5.1164  0.02
H2 1.1941 2.1237 -3.8338  0.05
H3 -0.9520 2.6946 -5.3448  0.04
H4 -1.1267 2.3249 -3.6334  0.02
H5 -2.8253 1.0954 -4.6538  0.00
H6 -1.8415 0.5915 -6.0337  0.01
H7 -2.1166 -0.6629 -3.2770  0.00
H8 -0.6881 -2.4607 -4.0769  0.00
H9 -0.6634 -1.8832 -6.7640  0.00
H10 0.7954 -2.2990 -5.8763  0.00
H11 1.4619 -0.4611 -7.0820  0.00
H12 -0.0809 0.3963 -6.9528  0.02
H13 1.5920 -2.4570 4.0228  0.02
H14 0.1759 -3.0824 3.1498  0.00
H15 -0.0714 -1.9662 4.5332  -0.01
P1 -1.0326 -1.0081 1.5566  0.14
P2 0.7114 1.3000 1.1563  0.66
N1 -1.0615 -2.6001 0.8246  0.03
N2 -2.4604 -1.0108 2.5771  -0.04
N3 1.8621 1.0116 -0.0974  0.00
N4 1.2220 2.8633 1.7157  0.03
C10 -1.5187 0.0593 0.1826  0.00
C11 -0.8524 1.4379 0.2847  -0.01
C12 0.0120 -3.4986 0.8452  -0.01
C13 -0.3817 -4.6773 0.2277  0.01
C14 -1.7212 -4.4845 -0.2383  0.00
C15 -2.1096 -3.1987 0.1275  0.00
C16 -2.6771 -1.8742 3.6553  0.00
C17 -3.8729 -1.5376 4.2672  0.00
C18 -4.4516 -0.4654 3.5139  0.01
C19 -3.5586 -0.1479 2.4973  0.02
C20 2.8964 0.0912 0.0739  0.01
C21 3.4815 -0.1371 -1.1608  0.00
C22 2.8165 0.6917 -2.1138  0.05
C23 1.8311 1.3969 -1.4338  0.09
C24 1.8358 3.9184 1.0245  0.38
C25 2.1738 4.9136 1.9413  0.14
C26 1.7189 4.4771 3.2283  0.12
C27 1.1056 3.2441 3.0584  0.32
H16 -2.6155 0.1400 0.1313  -0.02
H17 -1.1972 -0.4963 -0.7154  0.04
H18 -0.6879 1.8490 -0.7236  0.05
H19 -1.4514 2.1564 0.8723  0.07
H20 0.9506 -3.2147 1.3032  -0.02
H21 0.2269 -5.5634 0.1231  0.00
H22 -2.3234 -5.1924 -0.7790  0.00
H23 -3.0183 -2.6497 -0.0679  0.00
H24 -1.9456 -2.6330 3.9018  0.00
H25 -4.2875 -1.9952 5.1539  0.00
H26 -5.4033 0.0133 3.6708  0.00
H27 -3.5963 0.6228 1.7433  0.00
H28 3.0727 -0.3438 1.0513  -0.04
H29 4.2974 -0.8174 -1.3516  0.00
H30 3.0172 0.7661 -3.1697  -0.01
H31 1.1007 2.1120 -1.7903  0.00
H32 1.9663 3.8729 -0.0443  0.04
H33 2.6829 5.8384 1.7206  0.01
H34 1.8200 5.0022 4.1645  0.00
H35 0.5905 2.5924 3.7529  0.07
F1 1.9925 1.8881 6.6574  0.00
C28 1.6752 0.7713 5.9532  0.02
F2 1.6389 -0.2888 6.8164  0.00
F3 0.3885 0.9406 5.4894  0.01
C29 2.7437 0.4926 4.8240  -0.05
O1 3.8912 0.7188 5.1773  0.08
O2 2.4085 0.0206 3.6573  0.07

(4)
Computed, not measured: C27H48N2O2S2Sb as an isolated structure, with the ωB97M-V functional and the def2-TZVPD basis.

## Properties
- LUMO level (Eh) = 0.05017
- 2S+1 = 1
- total energy (eV) = -64052.8538
- frontier orbital gap (eV) = 5.242
- net charge = -1

Last column: Mulliken charge in e.
Cartesian coordinates (Å):
C1 -1.9019 0.7057 -0.4367  -1.49
C2 -1.0185 0.2303 0.4440  -0.08
C3 0.2720 -0.4199 0.1119  1.55
Sb1 2.1309 0.7143 0.7755  1.19
C4 1.0524 2.6437 0.8377  -1.32
C5 0.2583 3.0029 2.0929  0.10
C6 -0.3874 4.4080 1.9100  -1.29
C7 -1.7743 4.3341 1.2470  0.40
C8 -2.0158 5.4229 0.2025  -0.75
C9 -3.1758 5.0094 -0.7326  -0.79
C10 -2.7376 4.3957 -2.0658  0.03
C11 -1.7779 5.2588 -2.8887  -1.29
C12 3.3960 -1.1029 0.5454  -1.30
C13 3.2459 -1.7017 -0.8730  0.32
C14 3.1619 -3.2544 -0.8991  -1.17
C15 1.8070 -3.7091 -1.4750  0.67
C16 1.8471 -3.9037 -2.9806  -0.89
C17 0.4684 -4.2002 -3.5988  -0.87
O1 -0.6394 -3.6854 -2.8430  -0.39
C18 -1.0968 -2.4539 -3.1136  0.78
O2 -2.1365 -2.1228 -2.6121  -0.58
C19 -0.3115 -1.5433 -4.0013  -0.30
C20 0.8416 -0.8551 -3.6608  -0.92
C21 1.8531 0.2235 2.9187  -1.63
C22 0.8423 -0.8854 3.2957  0.28
C23 1.4638 -2.2921 3.4290  -1.19
S1 1.0775 -3.4698 2.0932  0.11
C24 -0.4235 -4.2486 2.6005  -0.10
S2 -0.4278 -5.7856 3.1145  -0.20
N1 -1.6276 -3.5341 2.5077  0.30
C25 -2.1405 -2.8305 1.4323  -0.48
C26 -3.3438 -2.3479 1.8686  -0.75
N2 -3.5835 -2.7305 3.1719  -0.69
C27 -2.5423 -3.4339 3.5314  -0.07
H1 -1.8731 0.4817 -1.4962  0.17
H2 -2.7332 1.3009 -0.0716  0.34
H3 -1.3003 0.2839 1.4941  0.44
H4 0.3146 -0.4865 -0.9776  -0.95
H5 0.2760 -1.4471 0.4870  -0.64
H6 3.6129 1.6158 1.2280  -0.30
H7 2.4151 1.0252 -0.9646  -0.22
H8 0.3778 2.6652 -0.0274  0.23
H9 1.7780 3.4428 0.6636  0.58
H10 -0.5465 2.3105 2.3387  -0.04
H11 0.9678 3.1300 2.9135  0.34
H12 -0.3672 4.9891 2.8362  0.45
H13 0.2731 4.9412 1.2199  0.37
H14 -1.8281 3.3745 0.7280  -0.38
H15 -2.5212 4.4008 2.0395  0.34
H16 -1.1180 5.6434 -0.3717  0.34
H17 -2.3208 6.3584 0.6807  0.26
H18 -3.7384 4.2333 -0.2061  0.34
H19 -3.8743 5.8263 -0.9268  0.46
H20 -3.6365 4.2526 -2.6737  0.39
H21 -2.2974 3.4038 -1.9424  -0.12
H22 -2.1842 6.2518 -3.0899  0.28
H23 -1.6226 4.7770 -3.8556  0.40
H24 -0.8086 5.3445 -2.4022  0.32
H25 3.2526 -1.8745 1.3059  0.15
H26 4.4372 -0.7820 0.6250  0.37
H27 2.4050 -1.2556 -1.4101  -0.45
H28 4.1357 -1.4293 -1.4449  0.51
H29 3.3610 -3.6916 0.0765  0.48
H30 3.9560 -3.6012 -1.5701  0.41
H31 1.0651 -2.9692 -1.1757  -0.55
H32 1.5069 -4.6407 -0.9829  0.53
H33 2.3672 -3.0993 -3.4998  0.31
H34 2.4393 -4.8075 -3.1562  0.49
H35 0.3517 -5.2826 -3.5459  0.47
H36 0.4219 -3.9399 -4.6553  0.38
H37 -0.7350 -1.3870 -4.9966  0.42
H38 0.8265 -0.0163 -2.9720  0.42
H39 1.7728 -1.1316 -4.1540  0.38
H40 2.8328 -0.1424 3.2498  0.62
H41 1.6794 1.0794 3.5724  0.36
H42 -0.0748 -0.9044 2.7115  -0.47
H43 0.5141 -0.6668 4.3207  0.73
H44 2.5460 -2.2546 3.5277  0.54
H45 1.1075 -2.7486 4.3545  0.52
H46 -1.6458 -2.7383 0.4813  0.92
H47 -4.0325 -1.7704 1.2774  0.47
H48 -2.3912 -3.9031 4.4879  0.38

Question: Which formula does entry 1 have?
Answer: C5H33NO13